The following is a DFT calculation (ωB97M-V with the def2-TZVPD basis set) of a molecular structure, C33H44AuGe2IN3O.

Positions of all 85 atoms, in Å:
Au  0.9997  -1.7211  0.5251
C  1.8101  -2.0150  3.6584
N  0.5646  -1.9737  2.9043
C  -0.2707  -0.8756  3.3651
C  -0.1633  -3.2457  2.9871
C  -0.9107  -3.5910  1.7309
C  -1.8860  -4.5857  1.7591
C  -2.4591  -5.0450  0.5895
C  -2.0911  -4.4954  -0.6259
C  -1.1579  -3.4658  -0.6601
C  -0.5761  -3.0266  0.5093
H  1.6183  -2.2021  4.7209
H  2.3266  -1.0604  3.5634
H  2.4538  -2.8002  3.2653
H  -0.5266  -1.0028  4.4234
H  -1.1898  -0.8502  2.7811
H  0.2607  0.0684  3.2470
H  -0.8461  -3.2270  3.8440
H  0.5598  -4.0464  3.1662
H  -2.1641  -5.0211  2.7063
H  -3.1803  -5.8474  0.6237
H  -2.5012  -4.8770  -1.5481
H  -0.8671  -3.0416  -1.6124
C  -3.8901  -0.7129  1.2577
Ge  -3.6647  0.5623  -0.2845
C  -5.1772  1.8756  -0.3824
C  -3.6054  -0.5745  -1.9371
Ge  -0.8691  1.1202  -0.0785
C  -0.8272  2.5409  -1.5331
C  -0.3495  3.8036  -1.2092
C  -0.2685  4.7797  -2.1914
C  -0.6531  4.4918  -3.4896
C  -1.1190  3.2281  -3.8138
C  -1.2070  2.2544  -2.8338
C  -0.8958  2.1605  1.6947
C  0.3260  2.6752  2.1100
C  0.3962  3.4186  3.2778
C  -0.7352  3.5864  4.0600
C  -1.9501  3.0649  3.6450
C  -2.0316  2.3489  2.4619
H  -4.8426  -1.2156  1.1067
H  -3.9154  -0.2243  2.2266
H  -3.1013  -1.4615  1.2509
H  -6.0691  1.2934  -0.6048
H  -5.0301  2.6027  -1.1762
H  -5.3270  2.4000  0.5568
H  -4.4388  -1.2704  -1.8769
H  -2.6824  -1.1468  -1.9798
H  -3.7135  0.0121  -2.8439
H  -0.0502  4.0379  -0.1962
H  0.0865  5.7703  -1.9405
H  -0.6020  5.2603  -4.2453
H  -1.4247  3.0075  -4.8247
H  -1.5821  1.2697  -3.0686
H  1.2213  2.5048  1.5160
H  1.3416  3.8465  3.5778
H  -0.6708  4.1279  4.9917
H  -2.8361  3.1950  4.2452
H  -2.9835  1.9499  2.1358
I  6.5217  1.0741  0.9399
C  5.4058  -0.6555  0.4935
C  6.0276  -1.8235  0.0717
C  5.2415  -2.9332  -0.1897
C  3.8719  -2.8348  -0.0242
N  3.2829  -1.7080  0.3660
C  4.0242  -0.6425  0.6240
H  7.0979  -1.8656  -0.0476
H  5.6833  -3.8686  -0.4908
H  3.2186  -3.6754  -0.2002
H  3.4990  0.2408  0.9579
C  2.8375  1.7738  -1.9331
N  2.2682  0.8933  -2.9289
C  2.7350  1.1079  -4.2826
C  1.2864  0.0492  -2.6241
C  0.6068  -0.6613  -3.7556
O  0.9092  -0.1112  -1.4368
H  3.8943  1.5542  -1.7864
H  2.3076  1.6312  -0.9933
H  2.7293  2.8075  -2.2631
H  3.6629  1.6734  -4.2474
H  2.0122  1.6852  -4.8632
H  2.9285  0.1642  -4.7901
H  0.2300  0.0630  -4.4747
H  -0.2225  -1.2406  -3.3633
H  1.2779  -1.3310  -4.2864

Atoms 1-2, force components in eV/Å:
Au 0.1840 -1.0084 0.5287
C 0.4228 -0.0022 0.0360

Values from the calculation:
Kohn-Sham gap (spin up / spin down) in eV: 5.894 / 5.910
Net charge: +2
LUMO energy (spin up / spin down) in eV: -7.45 / -7.55
Highest occupied orbital energy (spin up / spin down) in eV: -13.3472 / -13.4548
2S+1: 2
<S²>: 0.767

Here are the Löwdin charges for atoms 1 to 8, given in e:
1 Au 1.02
2 C -0.07
3 N -0.31
4 C -0.07
5 C -0.15
6 C -0.26
7 C -0.03
8 C -0.06



The following is a DFT calculation (ωB97M-V with the def2-TZVPD basis set) of 10 unconnected molecules or ions with the total composition C33H44Cl6F21NO15.

Positions of all 120 atoms, in Å:
C  -2.7813  5.3583  -1.9376
O  -3.4877  5.9058  -2.7612
N  -2.5690  4.0255  -1.8958
C  -1.6118  3.3451  -1.0399
C  -3.2720  3.1414  -2.8154
H  -2.1994  5.8487  -1.1383
H  -0.8819  3.9759  -0.5398
H  -1.1591  2.5272  -1.6027
H  -2.1945  2.8241  -0.2687
H  -3.8308  2.3724  -2.2707
H  -4.0022  3.6546  -3.4282
H  -2.5186  2.5961  -3.3842
C  1.2871  -2.8530  -2.9987
C  0.4065  -2.0669  -2.0448
O  -0.8719  -1.9408  -2.6688
C  -1.7194  -1.1092  -2.1102
O  -1.4843  -0.4157  -1.1614
C  -2.9992  -0.8728  -2.8964
F  -2.8295  0.2024  -3.6869
F  -3.3922  -1.8971  -3.6887
F  -4.0037  -0.6507  -2.0324
H  1.3055  -2.2574  -3.9175
H  0.8856  -3.8047  -3.3501
H  2.2867  -3.0445  -2.6223
H  0.8045  -1.0693  -1.8682
H  0.3410  -2.6173  -1.1038
C  2.9751  4.3380  3.5783
C  4.0904  3.3480  3.2565
O  5.1824  3.9223  2.5307
C  5.0935  4.0506  1.2136
O  4.1164  3.7640  0.5824
C  6.3993  4.5649  0.5811
F  7.2865  4.8668  1.5364
F  6.9616  3.6431  -0.1994
F  6.1542  5.6480  -0.1441
H  2.4773  4.6144  2.6511
H  3.3535  5.2458  4.0456
H  2.2861  3.8228  4.2427
H  3.6802  2.5139  2.6864
H  4.5981  3.0019  4.1547
C  -3.9647  0.8556  4.0070
C  -5.0895  1.2950  4.9253
O  -6.2446  0.5276  4.5453
C  -7.2170  0.4591  5.4308
O  -7.1840  0.9083  6.5328
C  -8.4806  -0.2763  4.9368
F  -9.5441  0.4402  5.2730
F  -8.4735  -0.4222  3.6098
F  -8.5509  -1.4809  5.4886
H  -4.2835  0.9966  2.9736
H  -3.7420  -0.2089  4.0902
H  -3.0337  1.3802  4.2134
H  -5.3744  2.3451  4.8319
H  -4.8382  1.1909  5.9814
C  4.0334  -2.9510  -5.9356
C  5.1450  -2.0364  -5.4520
O  4.7774  -1.5633  -4.1450
C  5.7286  -1.1854  -3.3138
O  6.8994  -1.1849  -3.5301
C  5.1568  -0.6128  -2.0254
F  4.1353  -1.3394  -1.5753
F  6.0909  -0.5830  -1.0863
F  4.7335  0.6366  -2.2050
H  4.3838  -3.6584  -6.6812
H  3.2686  -2.2963  -6.3640
H  3.5330  -3.4613  -5.1158
H  5.4346  -1.1973  -6.0836
H  6.0670  -2.6152  -5.3314
C  1.8570  0.6271  0.2961
C  0.9617  1.8428  0.1198
O  -0.3175  1.6024  0.7041
C  -0.6573  2.1961  1.8231
O  0.0331  2.9506  2.4504
C  -2.0886  1.8535  2.3032
F  -1.9984  1.1708  3.4480
F  -2.7583  2.9708  2.5518
F  -2.7486  1.1158  1.4224
H  1.3256  -0.2745  -0.0067
H  2.1027  0.4556  1.3474
H  2.7994  0.7571  -0.2288
H  0.7859  2.0565  -0.9326
H  1.4351  2.7411  0.5185
C  3.9297  -7.8186  -0.3801
C  4.7161  -6.5037  -0.5118
O  4.3301  -5.5501  0.4708
C  3.3037  -4.7694  0.1939
O  2.6819  -4.7523  -0.8215
C  3.0186  -3.7493  1.3146
F  1.7995  -3.9378  1.8066
F  3.8830  -3.8557  2.3122
F  3.0783  -2.5205  0.8355
H  2.8516  -7.7973  -0.5100
H  4.2085  -8.3341  0.5394
H  4.3298  -8.4599  -1.1724
H  4.5601  -6.1588  -1.5334
H  5.7651  -6.7395  -0.3688
C  -3.6467  -1.8086  1.4117
C  -3.4367  -3.0050  0.4615
O  -4.5757  -3.8532  0.5218
C  -5.5862  -3.5951  -0.3016
O  -5.5793  -2.8177  -1.2049
C  -6.7924  -4.5095  -0.0341
F  -7.8423  -3.7657  0.2823
F  -7.0394  -5.2318  -1.1202
F  -6.5781  -5.3656  0.9640
H  -3.8752  -2.1341  2.4261
H  -4.4406  -1.1470  1.0661
H  -2.7340  -1.2120  1.4574
H  -2.5081  -3.4967  0.7324
H  -3.3886  -2.6243  -0.5591
C  -0.5578  6.0905  3.9299
Cl  -0.9748  6.0946  2.2268
Cl  -1.9684  6.4763  4.9462
Cl  0.8457  7.0668  4.2809
H  -0.2601  5.0681  4.1402
C  2.1691  2.0464  -4.6453
Cl  0.8914  2.5031  -5.8106
Cl  2.0639  0.3208  -4.2777
Cl  1.9881  3.0497  -3.2193
H  3.1081  2.2467  -5.1443

Atoms 1-2, force components in eV/Å:
C 0.3066 -0.4581 -0.2654
O 0.0658 0.2840 0.5013

Values from the calculation:
Kohn-Sham gap in eV: 9.187
SMILES: CCOC(=O)C(F)(F)F.CCOC(=O)C(F)(F)F.CCOC(=O)C(F)(F)F.CCOC(=O)C(F)(F)F.CCOC(=O)C(F)(F)F.CCOC(=O)C(F)(F)F.CCOC(=O)C(F)(F)F.ClC(Cl)Cl.ClC(Cl)Cl.CN(C)C=O
LUMO energy in eV: 0.05
Highest occupied orbital energy in eV: -9.1357
2S+1: 1

Here are the Löwdin charges for atoms 1 to 8, given in e:
1 C -0.34
2 O 0.01
3 N -0.17
4 C -0.04
5 C -0.03
6 H 0.13
7 H 0.10
8 H 0.08



Calculated ΔE to the lowest compared entry with this formula, charge and spin in order - 43.9 0.0 kcal per mole
Calculated calculated total energy in order - -6109.9737 -7325.5519 a.u.